Molecular formula: C32H88N8O8
Method: DFT, wB97M-V/def2-TZVPD

Last columns: bonded neighbours and bond lengths (Å).
Positions of all 136 atoms, in Å:
1 C -10.576 -9.973 14.949  O2 1.386, H7 1.109, H8 1.144, H9 1.057
2 O -9.712 -10.912 15.491  C1 1.386, C3 1.367
3 C -10.199 -11.467 16.642  O2 1.367, C4 1.542, H10 1.059, H11 1.087
4 C -9.443 -12.743 17.063  C3 1.542, C5 1.525, N6 1.477, H12 1.087
5 C -9.369 -13.726 15.899  C4 1.525, H13 1.066, H14 1.069, H15 1.093
6 N -10.117 -13.481 18.150  C4 1.477, H16 1.025, H17 1.040
7 H -10.825 -9.174 15.677  C1 1.109
8 H -11.541 -10.566 14.786  C1 1.144
9 H -10.146 -9.556 14.079  C1 1.057
10 H -10.206 -10.705 17.377  C3 1.059
11 H -11.232 -11.746 16.445  C3 1.087
12 H -8.452 -12.439 17.392  C4 1.087
13 H -8.875 -13.335 15.038  C5 1.066
14 H -10.322 -14.058 15.546  C5 1.069
15 H -8.811 -14.626 16.170  C5 1.093
16 H -10.349 -12.788 18.870  N6 1.025
17 H -10.979 -13.985 17.861  N6 1.040
18 C -16.515 -7.659 20.084  O19 1.416, H24 1.099, H25 1.098, H26 1.115
19 O -16.353 -8.991 20.538  C18 1.416, C20 1.430
20 C -16.869 -9.242 21.847  O19 1.430, C21 1.517, H27 1.129, H28 1.104
21 C -16.585 -10.686 22.214  C20 1.517, C22 1.451, N23 1.470, H29 1.071
22 C -17.434 -11.511 21.374  C21 1.451, H30 1.090, H31 1.081, H32 1.091
23 N -16.917 -10.886 23.632  C21 1.470, H33 1.039, H34 1.001
24 H -15.917 -7.606 19.164  C18 1.099
25 H -16.072 -7.002 20.845  C18 1.098
26 H -17.545 -7.387 19.758  C18 1.115
27 H -16.416 -8.562 22.626  C20 1.129
28 H -17.965 -9.135 21.928  C20 1.104
29 H -15.577 -10.945 21.959  C21 1.071
30 H -17.176 -11.489 20.316  C22 1.090
31 H -18.490 -11.278 21.377  C22 1.081
32 H -17.302 -12.555 21.660  C22 1.091
33 H -16.429 -10.227 24.271  N23 1.039
34 H -16.904 -11.869 23.821  N23 1.001
35 C -10.933 -17.380 24.648  O36 1.409, H41 1.087, H42 1.101, H43 1.150
36 O -10.489 -17.406 23.311  C35 1.409, C37 1.428
37 C -10.827 -16.264 22.522  O36 1.428, C38 1.558, H44 1.097, H45 1.158
38 C -10.612 -16.595 21.015  C37 1.558, C39 1.549, N40 1.464, H46 1.103
39 C -11.532 -17.756 20.563  C38 1.549, H47 1.056, H48 1.102, H49 1.123
40 N -9.258 -16.813 20.502  C38 1.464, H50 0.995, H51 0.997
41 H -10.852 -18.378 25.072  C35 1.087
42 H -11.966 -17.027 24.791  C35 1.101
43 H -10.343 -16.537 25.161  C35 1.150
44 H -11.871 -15.934 22.586  C37 1.097
45 H -10.062 -15.447 22.818  C37 1.158
46 H -10.923 -15.638 20.563  C38 1.103
47 H -11.441 -18.534 21.271  C39 1.056
48 H -11.191 -18.121 19.581  C39 1.102
49 H -12.609 -17.438 20.548  C39 1.123
50 H -8.948 -17.633 20.973  N40 0.995
51 H -8.601 -16.155 20.863  N40 0.997
52 C -8.003 -6.824 13.477  O53 1.416, H58 1.139, H59 1.078, H60 1.109
53 O -7.490 -6.399 14.727  C52 1.416, C54 1.419
54 C -7.849 -7.341 15.726  O53 1.419, C55 1.597, H61 1.038, H62 1.115
55 C -6.805 -7.341 16.934  C54 1.597, C56 1.489, N57 1.466, H63 1.052
56 C -7.309 -8.286 17.969  C55 1.489, H64 1.126, H65 1.093, H66 1.157
57 N -6.503 -6.046 17.552  C55 1.466, H67 1.015, H68 1.044
58 H -7.430 -7.767 13.197  C52 1.139
59 H -7.745 -6.157 12.671  C52 1.078
60 H -9.083 -7.047 13.598  C52 1.109
61 H -8.771 -7.166 16.168  C54 1.038
62 H -7.886 -8.388 15.344  C54 1.115
63 H -5.889 -7.695 16.558  C55 1.052
64 H -7.556 -7.607 18.833  C56 1.126
65 H -6.449 -8.908 18.233  C56 1.093
66 H -8.221 -8.908 17.624  C56 1.157
67 H -6.070 -5.318 16.993  N57 1.015
68 H -7.326 -5.641 18.051  N57 1.044
69 C -9.131 -10.611 20.743  O70 1.477, H75 1.102, H76 1.114, H77 1.086
70 O -10.195 -10.177 19.815  C69 1.477, C71 1.407
71 C -11.463 -10.399 20.380  O70 1.407, C72 1.565, H78 1.113, H79 1.084
72 C -12.509 -10.235 19.227  C71 1.565, C73 1.557, N74 1.481, H80 1.112
73 C -12.567 -8.903 18.423  C72 1.557, H81 1.095, H82 1.103, H83 1.110
74 N -13.825 -10.574 19.817  C72 1.481, H84 1.049, H85 1.024
75 H -8.201 -10.080 20.480  C69 1.102
76 H -9.000 -11.714 20.829  C69 1.114
77 H -9.293 -10.399 21.795  C69 1.086
78 H -11.564 -11.455 20.718  C71 1.113
79 H -11.732 -9.735 21.193  C71 1.084
80 H -12.237 -11.079 18.556  C72 1.112
81 H -13.255 -9.058 17.585  C73 1.095
82 H -11.562 -8.617 18.069  C73 1.103
83 H -12.857 -8.121 19.155  C73 1.110
84 H -14.208 -9.755 20.349  N74 1.049
85 H -14.505 -10.739 19.069  N74 1.024
86 C -12.209 -16.287 16.505  O87 1.451, H92 1.069, H93 1.072, H94 1.144
87 O -12.521 -14.936 16.933  C86 1.451, C88 1.440
88 C -13.743 -14.980 17.694  O87 1.440, C89 1.508, H95 1.123, H96 1.115
89 C -14.167 -13.569 18.016  C88 1.508, C90 1.529, N91 1.499, H97 1.113
90 C -15.418 -13.638 18.892  C89 1.529, H98 1.036, H99 1.087, H100 1.098
91 N -14.576 -12.805 16.793  C89 1.499, H101 1.012, H102 1.003
92 H -12.980 -16.580 15.826  C86 1.069
93 H -12.181 -16.888 17.392  C86 1.072
94 H -11.170 -16.281 16.026  C86 1.144
95 H -14.556 -15.483 17.104  C88 1.123
96 H -13.681 -15.446 18.705  C88 1.115
97 H -13.268 -13.043 18.407  C89 1.113
98 H -15.118 -13.772 19.875  C90 1.036
99 H -16.072 -14.466 18.628  C90 1.087
100 H -15.983 -12.705 18.765  C90 1.098
101 H -13.856 -13.024 16.116  N91 1.012
102 H -15.473 -13.023 16.401  N91 1.003
103 C -5.702 -13.849 18.764  O104 1.454, H109 1.089, H110 1.038, H111 1.089
104 O -4.689 -13.215 17.934  C103 1.454, C105 1.403
105 C -5.104 -12.770 16.670  O104 1.403, C106 1.589, H112 1.148, H113 1.135
106 C -5.789 -11.338 16.589  C105 1.589, C107 1.482, N108 1.463, H114 1.071
107 C -5.851 -11.092 15.129  C106 1.482, H115 1.105, H116 1.089, H117 1.116
108 N -4.899 -10.408 17.286  C106 1.463, H118 1.051, H119 1.026
109 H -5.461 -14.872 19.046  C103 1.089
110 H -6.616 -13.867 18.272  C103 1.038
111 H -5.800 -13.252 19.670  C103 1.089
112 H -4.144 -12.851 16.046  C105 1.148
113 H -5.750 -13.585 16.216  C105 1.135
114 H -6.765 -11.361 17.027  C106 1.071
115 H -4.855 -10.979 14.664  C107 1.105
116 H -6.394 -10.162 14.968  C107 1.089
117 H -6.381 -11.889 14.556  C107 1.116
118 H -4.124 -10.001 16.705  N108 1.051
119 H -4.567 -10.953 18.089  N108 1.026
120 C -13.325 -6.963 21.965  O121 1.407, H126 1.078, H127 1.078, H128 1.105
121 O -11.962 -7.178 21.691  C120 1.407, C122 1.404
122 C -11.313 -6.100 21.068  O121 1.404, C123 1.488, H129 1.106, H130 1.104
123 C -10.028 -6.550 20.469  C122 1.488, C124 1.508, N125 1.538, H131 1.116
124 C -8.915 -6.612 21.486  C123 1.508, H132 1.067, H133 1.147, H134 1.085
125 N -9.658 -5.669 19.264  C123 1.538, H135 1.011, H136 1.026
126 H -13.706 -7.830 22.481  C120 1.078
127 H -13.924 -6.906 21.071  C120 1.078
128 H -13.441 -6.038 22.558  C120 1.105
129 H -11.971 -5.684 20.283  C122 1.106
130 H -11.178 -5.369 21.884  C122 1.104
131 H -10.192 -7.586 20.088  C123 1.116
132 H -9.288 -7.076 22.371  C124 1.067
133 H -8.678 -5.558 21.871  C124 1.147
134 H -7.979 -6.992 21.091  C124 1.085
135 H -10.282 -5.800 18.480  N125 1.011
136 H -9.401 -4.717 19.548  N125 1.026

Kohn-Sham gap = 8.69 eV
E_HOMO = -8.21 eV
charge = 0
DFT total energy = -62905.23635 eV
structure (SMILES) = COC[C@H](C)N.COC[C@H](C)N.COC[C@H](C)N.COC[C@H](C)N.COC[C@H](C)N.COC[C@H](C)N.COC[C@H](C)N.COC[C@H](C)N
spin multiplicity = 1
ΔE to the lowest compared entry with this formula, charge and spin = 3.5308 eV

***

Molecular formula: C20H30N4O2
Method: DFT, wB97M-V/def2-TZVPD

Last columns: bonded neighbours and bond lengths (Å).
Positions of all 56 atoms, in Å:
1 C -6.860 -3.095 0.998  C2 1.319, H27 1.077, H28 1.077
2 C -7.032 -1.907 0.451  C1 1.319, C3 1.501, H29 1.084
3 C -6.236 -1.396 -0.714  C2 1.501, N4 1.453, H30 1.097, H31 1.091
4 N -5.453 -0.224 -0.362  C3 1.453, C5 1.374, H32 1.007
5 C -4.138 -0.385 0.002  N4 1.374, O6 1.217, N7 1.377
6 O -3.546 -1.433 -0.174  C5 1.217
7 N -3.529 0.705 0.583  C5 1.377, C8 1.447, C26 1.452
8 C -3.948 2.079 0.413  N7 1.447, C9 1.532, H33 1.090, H34 1.096
9 C -3.263 2.706 -0.806  C8 1.532, C10 1.527, H35 1.091, H36 1.092
10 C -1.747 2.612 -0.652  C9 1.527, C11 1.533, H37 1.090, H38 1.092
11 C -1.340 1.149 -0.434  C10 1.533, N12 1.451, C26 1.543, H39 1.097
12 N 0.103 1.003 -0.404  C11 1.451, C13 1.451, C25 1.450
13 C 0.573 -0.340 -0.692  N12 1.451, C14 1.531, H40 1.091, H41 1.103
14 C 2.076 -0.303 -0.981  C13 1.531, N15 1.443, H42 1.089, H43 1.100
15 N 2.751 0.224 0.180  C14 1.443, C16 1.390, C24 1.445
16 C 4.049 -0.138 0.521  N15 1.390, C17 1.395, C21 1.413
17 C 4.426 -0.038 1.861  C16 1.395, C18 1.381, H44 1.080
18 C 5.682 -0.411 2.300  C17 1.381, C19 1.380, H45 1.080
19 C 6.596 -0.920 1.399  C18 1.380, C20 1.386, H46 1.079
20 C 6.251 -1.033 0.062  C19 1.386, C21 1.387, H47 1.079
21 C 5.003 -0.636 -0.395  C16 1.413, C20 1.387, O22 1.375
22 O 4.642 -0.673 -1.721  C21 1.375, C23 1.404
23 C 5.546 -1.207 -2.653  O22 1.404, H48 1.095, H49 1.089, H50 1.095
24 C 2.275 1.550 0.498  N15 1.445, C25 1.529, H51 1.090, H52 1.103
25 C 0.774 1.495 0.783  N12 1.450, C24 1.529, H53 1.091, H54 1.104
26 C -2.097 0.601 0.794  N7 1.452, C11 1.543, H55 1.090, H56 1.094
27 H -7.440 -3.426 1.843  C1 1.077
28 H -6.126 -3.785 0.618  C1 1.077
29 H -7.766 -1.216 0.850  C2 1.084
30 H -6.907 -1.120 -1.537  C3 1.097
31 H -5.530 -2.154 -1.056  C3 1.091
32 H -5.979 0.517 0.074  N4 1.007
33 H -5.031 2.155 0.315  C8 1.090
34 H -3.654 2.625 1.317  C8 1.096
35 H -3.571 3.748 -0.905  C9 1.091
36 H -3.578 2.168 -1.703  C9 1.092
37 H -1.244 2.998 -1.538  C10 1.090
38 H -1.439 3.218 0.203  C10 1.092
39 H -1.687 0.575 -1.302  C11 1.097
40 H 0.046 -0.720 -1.569  C13 1.091
41 H 0.391 -1.028 0.150  C13 1.103
42 H 2.427 -1.314 -1.178  C14 1.089
43 H 2.252 0.319 -1.871  C14 1.100
44 H 3.701 0.328 2.571  C17 1.080
45 H 5.936 -0.318 3.345  C18 1.080
46 H 7.578 -1.228 1.724  C19 1.079
47 H 6.984 -1.416 -0.630  C20 1.079
48 H 5.793 -2.250 -2.428  C23 1.095
49 H 5.035 -1.159 -3.614  C23 1.089
50 H 6.469 -0.619 -2.707  C23 1.095
51 H 2.810 1.943 1.362  C24 1.090
52 H 2.440 2.228 -0.356  C24 1.103
53 H 0.416 2.498 1.018  C25 1.091
54 H 0.605 0.841 1.655  C25 1.104
55 H -1.858 -0.452 0.947  C26 1.090
56 H -1.843 1.172 1.692  C26 1.094

Kohn-Sham gap = 8.24 eV
E_HOMO = -7.43 eV
charge = 0
DFT total energy = -31281.75014 eV
structure (SMILES) = C=CCNC(=O)N1CCC[C@@H](N2CCN(c3ccccc3OC)CC2)C1
spin multiplicity = 1
ΔE to the lowest compared entry with this formula, charge and spin = 3.4770 eV

***

Molecular formula: C23H38ClN10S2
Method: DFT, wB97M-V/def2-TZVPD

Last columns: bonded neighbours and bond lengths (Å).
Positions of all 74 atoms, in Å:
1 S 3.517 1.191 0.665  S2 2.016, H7 1.352
2 S 2.413 2.641 -0.196  S1 2.016, C3 1.822, H8 1.347
3 C 1.057 1.858 -1.129  S2 1.822, C4 1.530, H9 1.090, H10 1.091
4 C -0.263 2.113 -0.400  C3 1.530, C5 1.508, H11 1.090, H12 1.094
5 C -1.244 0.986 -0.607  C4 1.508, Cl6 1.787, H13 1.086, H14 1.087
6 Cl -1.891 0.971 -2.272  C5 1.787
7 H 3.725 0.433 -0.435  S1 1.352
8 H 3.204 3.073 -1.196  S2 1.347
9 H 1.097 2.271 -2.137  C3 1.090
10 H 1.301 0.796 -1.181  C3 1.091
11 H -0.710 3.049 -0.737  C4 1.090
12 H -0.089 2.186 0.678  C4 1.094
13 H -2.088 1.099 0.067  C5 1.086
14 H -0.792 0.015 -0.419  C5 1.087
15 C 7.019 -0.637 2.197  C16 1.459, H18 1.088, H19 1.089, H20 1.089
16 C 6.602 -0.316 0.837  C15 1.459, N17 1.149
17 N 6.278 -0.074 -0.239  C16 1.149
18 H 6.938 0.244 2.832  C15 1.088
19 H 6.391 -1.426 2.608  C15 1.089
20 H 8.053 -0.975 2.185  C15 1.089
21 C 2.909 -1.618 2.850  C22 1.455, H24 1.090, H25 1.088, H26 1.090
22 C 3.874 -1.304 3.893  C21 1.455, N23 1.148
23 N 4.661 -1.048 4.690  C22 1.148
24 H 3.426 -1.719 1.896  C21 1.090
25 H 2.425 -2.569 3.062  C21 1.088
26 H 2.153 -0.836 2.787  C21 1.090
27 C -5.198 2.520 -2.031  C28 1.458, H30 1.088, H31 1.088, H32 1.089
28 C -6.637 2.736 -2.115  C27 1.458, N29 1.147
29 N -7.770 2.906 -2.171  C28 1.147
30 H -4.982 1.454 -2.046  C27 1.088
31 H -4.702 2.994 -2.875  C27 1.088
32 H -4.812 2.957 -1.110  C27 1.089
33 C 5.143 -4.614 5.669  C34 1.458, H36 1.089, H37 1.088, H38 1.088
34 C 4.700 -4.510 4.284  C33 1.458, N35 1.148
35 N 4.361 -4.410 3.192  C34 1.148
36 H 5.060 -3.637 6.144  C33 1.089
37 H 4.528 -5.336 6.201  C33 1.088
38 H 6.181 -4.939 5.696  C33 1.088
39 C 3.804 0.305 -3.889  C40 1.457, H42 1.090, H43 1.088, H44 1.088
40 C 3.377 -0.457 -2.723  C39 1.457, N41 1.150
41 N 3.062 -1.093 -1.818  C40 1.150
42 H 3.793 1.374 -3.674  C39 1.090
43 H 4.808 0.007 -4.182  C39 1.088
44 H 3.140 0.097 -4.726  C39 1.088
45 C -10.676 1.744 -3.711  C46 1.458, H48 1.089, H49 1.088, H50 1.088
46 C -12.110 2.007 -3.720  C45 1.458, N47 1.147
47 N -13.238 2.215 -3.727  C46 1.147
48 H -10.500 0.671 -3.753  C45 1.089
49 H -10.208 2.217 -4.572  C45 1.088
50 H -10.219 2.148 -2.810  C45 1.088
51 C -2.412 -0.049 3.890  C52 1.455, H54 1.088, H55 1.089, H56 1.089
52 C -1.290 -0.062 2.963  C51 1.455, N53 1.149
53 N -0.407 -0.073 2.228  C52 1.149
54 H -2.079 -0.352 4.881  C51 1.088
55 H -2.837 0.952 3.945  C51 1.089
56 H -3.178 -0.747 3.557  C51 1.089
57 C -2.962 -3.591 1.292  C58 1.459, H60 1.089, H61 1.088, H62 1.088
58 C -3.743 -3.233 2.471  C57 1.459, N59 1.148
59 N -4.355 -2.954 3.401  C58 1.148
60 H -2.081 -2.954 1.224  C57 1.089
61 H -2.643 -4.629 1.365  C57 1.088
62 H -3.569 -3.468 0.397  C57 1.088
63 C 2.559 -3.863 -5.539  C64 1.459, H66 1.088, H67 1.088, H68 1.088
64 C 3.454 -2.761 -5.874  C63 1.459, N65 1.148
65 N 4.177 -1.907 -6.130  C64 1.148
66 H 3.134 -4.783 -5.455  C63 1.088
67 H 2.065 -3.665 -4.590  C63 1.088
68 H 1.810 -3.982 -6.319  C63 1.088
69 C -0.673 5.564 1.286  C70 1.459, H72 1.090, H73 1.088, H74 1.087
70 C -1.900 5.087 0.655  C69 1.459, N71 1.148
71 N -2.865 4.684 0.184  C70 1.148
72 H -0.018 4.708 1.451  C69 1.090
73 H -0.176 6.285 0.639  C69 1.088
74 H -0.883 6.036 2.243  C69 1.087

Kohn-Sham gap = 8.49 eV
E_HOMO = -12.29 eV
charge = +1
DFT total energy = -73551.54112 eV
spin multiplicity = 1